Computed, not measured: C4H3NO in the gas phase in a non-equilibrium geometry, with ωB97M-V with the def2-TZVPD basis set.

```
! RIJCOSX wB97M-V def2-TZVPD def2/J DEFGRID3
* xyz 0 1
H 1.17310 0.83599 0.99747
H 0.33705 -1.62794 -0.65808
H 2.02601 -1.28604 -0.02819
C -1.18918 0.66100 -1.07064
C 0.54253 0.11660 0.49005
N -1.87596 0.47702 1.49261
C -1.03077 0.40720 0.66946
C 0.97458 -1.02792 -0.02194
O -0.95734 1.44410 -1.87073
*
```

For the energy above the lowest of the compared OMol25 structures with the same formula, charge and spin, the calculation gives 57.8 kcal/mol. The gap between HOMO and LUMO (alpha / beta) comes out at 9.2167 / 9.2179 eV. The value obtained for the highest occupied orbital energy (alpha / beta) is -9.6 / -9.6 eV. The calculation puts the lowest unoccupied orbital energy (alpha / beta) at -0.40 / -0.40 eV.